Here is one molecule with the formula C38H47IN2O4 in a non-equilibrium geometry from OMol25. Energies are from the ωB97M-V functional and the def2-TZVPD basis.

## Properties
LUMO energy   -0.0165 hartree
Relative energy (zero: lowest compared OMol25 entry of this formula, charge and spin)   0.0 kcal/mol
Molecular weight   722.71 g/mol

Geometry as ORCA input:
```
! wB97M-V def2-TZVPD RIJCOSX def2/J DEFGRID3
* xyz 0 1
C 4.579 -2.037 0.552
C 6.061 -1.502 0.489
C 6.260 -0.292 -0.515
C 5.260 0.899 -0.283
C 5.821 2.001 0.714
C 4.670 2.795 1.449
C 4.059 2.018 2.681
C 2.651 2.603 3.126
C 1.607 1.458 3.502
C 0.251 2.180 3.854
C -0.799 1.215 4.570
C -1.614 0.517 3.391
N -2.239 -0.767 3.796
C -3.656 -0.927 3.471
O -4.585 -0.816 4.203
C -3.573 -1.251 1.940
C -4.524 -1.096 0.860
C -4.052 -1.485 -0.483
C -5.014 -1.353 -1.712
C -5.391 -2.617 -2.321
C -6.339 -2.535 -3.458
C -6.727 -1.154 -3.759
C -6.230 0.025 -3.073
N -5.358 -0.087 -2.032
C -2.687 -2.007 -0.729
C -2.168 -2.379 -2.169
O -0.995 -1.620 -2.513
C -1.256 -0.260 -2.661
C -2.366 0.249 -3.485
C -2.612 1.682 -3.650
C -3.781 2.207 -4.552
C -1.767 2.676 -3.009
C -0.644 2.194 -2.178
C -0.409 0.772 -2.030
C 0.821 0.309 -1.176
C 1.398 1.439 -0.239
C 1.978 -0.023 -2.240
C -1.757 -2.200 0.391
C -0.312 -2.787 0.273
C -0.345 -4.260 0.884
O 0.557 -4.765 1.447
I -2.244 -5.350 0.629
C -2.221 -1.814 1.707
C -1.531 -1.828 3.115
O -0.633 -2.531 3.471
H 4.516 -3.014 1.106
H 4.135 -2.215 -0.465
H 3.977 -1.294 1.146
H 6.702 -2.344 0.113
H 6.448 -1.162 1.487
H 7.329 0.043 -0.463
H 6.060 -0.696 -1.549
H 4.259 0.579 0.117
H 5.058 1.393 -1.277
H 6.398 2.760 0.112
H 6.555 1.571 1.458
H 5.089 3.791 1.759
H 3.880 3.013 0.675
H 3.998 0.930 2.416
H 4.761 2.204 3.544
H 2.784 3.232 4.045
H 2.263 3.260 2.301
H 1.982 0.880 4.390
H 1.540 0.796 2.600
H 0.447 3.116 4.441
H -0.221 2.465 2.866
H -0.237 0.420 5.119
H -1.520 1.781 5.212
H -2.405 1.216 2.993
H -0.867 0.403 2.547
H -5.542 -0.703 1.058
H -5.021 -3.597 -1.941
H -6.728 -3.422 -3.995
H -7.467 -0.993 -4.584
H -6.589 1.028 -3.388
H -2.959 -2.281 -2.950
H -1.867 -3.466 -2.167
H -3.049 -0.449 -4.033
H -3.927 1.531 -5.429
H -3.510 3.240 -4.876
H -4.709 2.234 -3.931
H -1.959 3.763 -3.139
H -0.011 2.990 -1.729
H 0.607 -0.575 -0.530
H 0.576 1.882 0.389
H 2.162 1.046 0.485
H 1.868 2.251 -0.852
H 1.469 -0.525 -3.104
H 2.351 0.972 -2.617
H 2.806 -0.631 -1.798
H 0.329 -2.160 0.956
H 0.097 -2.763 -0.765
*
```

Löwdin population analysis, charges in e, atoms 1 to 6: atom 1 (C): -0.122, atom 2 (C): -0.252, atom 3 (C): -0.218, atom 4 (C): -0.217, atom 5 (C): -0.209, atom 6 (C): -0.224

---

Here is C30H44FeN4OP2Si as an isolated structure in a non-equilibrium geometry from OMol25. Energies are from the ωB97M-V functional and the def2-TZVPD basis.

## Properties
LUMO energy (spin up / spin down)   -0.0612 / -0.0650 hartree
Relative energy (zero: lowest compared OMol25 entry of this formula, charge and spin)   0.0 kcal/mol
Molecular weight   622.59 g/mol

Geometry as ORCA input:
```
! wB97M-V def2-TZVPD RIJCOSX def2/J DEFGRID3
* xyz 0 5
Fe 1.986 0.257 -2.574
C -2.443 -1.784 0.249
C -2.253 -2.584 -0.813
C -2.269 -2.263 -2.286
C -1.774 -0.819 -2.565
C -2.918 0.125 -2.867
C -3.750 0.552 -1.908
C -4.301 -0.366 -0.844
C -3.372 -0.598 0.388
C 2.609 2.240 -1.958
H -1.980 -2.106 1.194
H -1.736 -3.533 -0.638
H -3.254 -2.430 -2.754
H -1.601 -3.000 -2.786
H -1.214 -0.455 -1.695
H -1.047 -0.862 -3.382
H -2.910 0.570 -3.869
H -4.213 1.550 -1.992
H -4.545 -1.359 -1.257
H -5.272 0.038 -0.511
H -2.856 0.327 0.718
H -4.037 -0.834 1.228
H 2.718 2.210 -0.873
H 1.656 2.716 -2.225
H 3.471 2.719 -2.436
P -0.988 -0.255 -6.814
P -0.910 -3.915 -5.561
N -2.512 0.694 -7.119
N -0.441 0.100 -8.520
N -2.652 -4.507 -5.598
N -0.333 -5.448 -6.258
C -1.872 -1.845 -7.296
C -0.942 -3.068 -7.220
C -2.821 1.867 -6.429
C -4.032 2.380 -6.898
C -4.486 1.507 -7.935
C -3.538 0.487 -8.042
C 0.788 0.731 -8.733
C 1.044 0.779 -10.095
C -0.068 0.175 -10.756
C -0.975 -0.209 -9.775
C -3.455 -4.837 -4.496
C -4.788 -4.950 -4.907
C -4.817 -4.723 -6.320
C -3.498 -4.482 -6.720
C -0.998 -6.576 -6.757
C -0.056 -7.452 -7.299
C 1.222 -6.811 -7.203
C 1.024 -5.574 -6.600
H -2.268 -1.815 -8.330
H -2.756 -1.921 -6.633
H -1.242 -3.787 -8.002
H 0.112 -2.797 -7.420
H -2.162 2.224 -5.650
H -4.537 3.278 -6.564
H -5.379 1.579 -8.546
H -3.554 -0.378 -8.685
H 1.366 1.064 -7.888
H 1.913 1.215 -10.570
H -0.218 0.033 -11.820
H -1.937 -0.703 -9.888
H -3.041 -4.982 -3.514
H -5.642 -5.175 -4.275
H -5.668 -4.684 -7.003
H -3.110 -4.261 -7.711
H -2.071 -6.660 -6.681
H -0.270 -8.425 -7.703
H 2.171 -7.207 -7.523
H 1.717 -4.776 -6.370
C 0.849 -0.887 2.215
Si 1.381 0.383 0.873
C 0.176 1.694 1.614
C 2.940 0.998 1.792
O 1.411 0.009 -0.661
H 1.106 -0.475 3.212
H 1.382 -1.837 2.067
H -0.236 -1.078 2.177
H 0.511 1.887 2.647
H 0.142 2.649 1.076
H -0.845 1.292 1.679
H 3.725 0.227 1.829
H 3.388 1.934 1.431
H 2.599 1.172 2.829
*
```

Löwdin population analysis, charges in e, atoms 1 to 6: atom 1 (Fe): 0.937, atom 2 (C): -0.116, atom 3 (C): -0.113, atom 4 (C): -0.214, atom 5 (C): -0.190, atom 6 (C): -0.106